DFT (ωB97M-V/def2-TZVPD) results for a molecular structure, C47H83AsBaF2P2Si4 in a non-equilibrium geometry.

HOMO-LUMO gap, eV: 6.250
LUMO energy, eV: 0.220
HOMO, hartree: -0.222
Electronic energy, eV: -167145.23297

The geometry in ORCA input format:
```
! RIJCOSX wB97M-V def2-TZVPD def2/J DEFGRID3
* xyz 0 1
Ba 0.06 -1.79 0.83
C 0.68 -4.47 -2.48
Si 0.37 -2.62 -2.07
C 1.87 -1.89 -3.05
C 1.81 -1.71 -4.44
C 2.93 -1.38 -5.18
C 4.15 -1.23 -4.56
C 4.23 -1.36 -3.18
C 3.10 -1.66 -2.42
P 3.13 -1.63 -0.58
C 4.64 -2.55 0.02
C 4.53 -4.00 -0.46
C 5.54 -4.89 0.24
C 6.96 -4.37 0.07
C 7.07 -2.92 0.53
C 6.07 -2.03 -0.20
C 3.40 0.18 -0.17
C 4.33 1.02 -1.06
C 4.75 2.34 -0.39
C 3.68 2.84 0.56
C 3.50 1.85 1.72
C 3.76 0.40 1.31
C -1.05 -2.17 -3.31
C -1.38 -3.03 -4.36
C -2.27 -2.68 -5.35
C -2.86 -1.43 -5.33
C -2.58 -0.57 -4.28
C -1.72 -0.94 -3.24
P -1.59 0.08 -1.70
C -3.36 0.19 -1.10
C -4.41 1.02 -1.85
C -5.80 0.83 -1.25
C -6.25 -0.65 -1.26
C -5.11 -1.59 -1.62
C -3.85 -1.26 -0.84
C -1.05 1.80 -2.20
C 0.49 1.82 -2.21
C 1.06 3.03 -2.96
C 0.14 4.23 -2.79
C -1.22 3.96 -3.46
C -1.56 2.46 -3.47
H 0.91 -4.66 -3.53
H -0.17 -5.10 -2.20
H 1.54 -4.82 -1.90
H 0.87 -1.86 -4.95
H 2.84 -1.27 -6.26
H 5.04 -1.00 -5.13
H 5.19 -1.21 -2.71
H 4.47 -2.56 1.11
H 4.69 -4.03 -1.54
H 3.51 -4.37 -0.29
H 5.46 -5.92 -0.13
H 5.30 -4.93 1.31
H 7.23 -4.42 -0.99
H 7.67 -5.00 0.60
H 8.08 -2.54 0.39
H 6.87 -2.87 1.61
H 6.31 -2.06 -1.27
H 6.17 -1.00 0.12
H 2.39 0.58 -0.29
H 3.83 1.22 -2.01
H 5.23 0.45 -1.31
H 4.99 3.08 -1.15
H 5.68 2.19 0.18
H 2.74 2.94 0.01
H 3.92 3.83 0.94
H 2.49 1.95 2.12
H 4.18 2.12 2.53
H 3.21 -0.29 1.96
H 4.82 0.15 1.45
H -0.89 -4.00 -4.41
H -2.50 -3.38 -6.15
H -3.54 -1.12 -6.12
H -3.06 0.39 -4.28
H -3.25 0.66 -0.11
H -4.45 0.74 -2.91
H -4.13 2.08 -1.82
H -6.52 1.45 -1.80
H -5.79 1.21 -0.22
H -7.08 -0.79 -1.96
H -6.63 -0.92 -0.27
H -4.88 -1.54 -2.69
H -5.41 -2.63 -1.43
H -3.07 -1.98 -1.10
H -4.05 -1.39 0.23
H -1.39 2.41 -1.35
H 0.87 0.89 -2.65
H 0.83 1.83 -1.17
H 1.17 2.79 -4.02
H 2.06 3.25 -2.59
H 0.59 5.13 -3.20
H 0.00 4.42 -1.72
H -1.21 4.34 -4.49
H -2.00 4.51 -2.94
H -1.10 1.97 -4.33
H -2.64 2.35 -3.60
C -4.40 3.25 4.12
Si -3.90 2.19 2.61
C -3.49 3.40 1.20
C -5.39 1.09 2.18
As -2.04 0.73 2.91
Si -0.40 2.26 3.73
C 1.10 1.37 4.45
C 0.07 3.25 2.19
C -1.03 3.45 5.07
Si -2.84 -0.68 4.66
C -3.93 0.21 5.94
C -3.85 -2.02 3.78
C -1.42 -1.52 5.59
H -5.49 3.30 4.16
H -4.04 4.27 4.02
H -4.05 2.86 5.07
H -4.39 3.65 0.63
H -2.75 3.02 0.49
H -3.10 4.34 1.61
H -5.15 0.32 1.45
H -5.77 0.60 3.07
H -6.20 1.70 1.78
H 1.62 0.74 3.74
H 0.84 0.73 5.30
H 1.80 2.13 4.81
H 0.27 2.61 1.33
H 0.97 3.86 2.37
H -0.73 3.94 1.91
H -1.50 2.94 5.91
H -1.74 4.18 4.68
H -0.18 4.01 5.46
H -4.80 0.70 5.51
H -3.38 0.96 6.51
H -4.30 -0.54 6.65
H -4.75 -1.62 3.31
H -4.16 -2.79 4.49
H -3.27 -2.51 3.00
H -0.65 -0.83 5.92
H -0.94 -2.28 4.97
H -1.83 -2.01 6.48
F 2.57 -2.46 2.79
C 1.24 -2.82 3.00
F 0.61 -1.38 3.08
H 1.19 -3.05 4.07
*
```

Mulliken population analysis, charges in e, atoms 1 to 99: number 1, Ba, carries 1.8377; number 2, C, carries -1.7258; number 3, Si, carries -0.3799; number 4, C, carries 0.8670; number 5, C, carries -0.2710; number 6, C, carries -1.0849; number 7, C, carries -1.0094; number 8, C, carries -0.5301; number 9, C, carries 0.0966; number 10, P, carries 0.5053; number 11, C, carries -0.0775; number 12, C, carries -0.8929; number 13, C, carries -0.8710; number 14, C, carries -0.7373; number 15, C, carries -0.9182; number 16, C, carries -0.2309; number 17, C, carries 2.6725; number 18, C, carries -0.0752; number 19, C, carries -1.3440; number 20, C, carries -0.2978; number 21, C, carries 0.3977; number 22, C, carries -0.6847; number 23, C, carries 0.5376; number 24, C, carries -0.2166; number 25, C, carries -0.9270; number 26, C, carries -1.0201; number 27, C, carries -0.5902; number 28, C, carries 0.1743; number 29, P, carries 1.8005; number 30, C, carries 1.6224; number 31, C, carries -0.4562; number 32, C, carries -0.1395; number 33, C, carries -0.8434; number 34, C, carries -0.9531; number 35, C, carries -0.2115; number 36, C, carries 1.0632; number 37, C, carries 0.8573; number 38, C, carries -0.9558; number 39, C, carries -0.8032; number 40, C, carries -0.9741; number 41, C, carries -0.8131; number 42, H, carries 0.4443; number 43, H, carries 0.3776; number 44, H, carries 0.1759; number 45, H, carries 0.3531; number 46, H, carries 0.4129; number 47, H, carries 0.4067; number 48, H, carries 0.1800; number 49, H, carries 0.3766; number 50, H, carries 0.3182; number 51, H, carries 0.2233; number 52, H, carries 0.3976; number 53, H, carries 0.3361; number 54, H, carries 0.3286; number 55, H, carries 0.4044; number 56, H, carries 0.4084; number 57, H, carries 0.3740; number 58, H, carries 0.1198; number 59, H, carries -0.0159; number 60, H, carries -1.4063; number 61, H, carries 0.2215; number 62, H, carries -0.0308; number 63, H, carries 0.5767; number 64, H, carries 0.3412; number 65, H, carries -0.1724; number 66, H, carries 0.6599; number 67, H, carries -1.1820; number 68, H, carries 0.5343; number 69, H, carries 0.0359; number 70, H, carries 0.2613; number 71, H, carries 0.3031; number 72, H, carries 0.3965; number 73, H, carries 0.4055; number 74, H, carries 0.0975; number 75, H, carries -1.5866; number 76, H, carries -0.0314; number 77, H, carries 0.4576; number 78, H, carries 0.6307; number 79, H, carries -0.5020; number 80, H, carries 0.3546; number 81, H, carries 0.2831; number 82, H, carries 0.1533; number 83, H, carries 0.5640; number 84, H, carries 0.3441; number 85, H, carries 0.0823; number 86, H, carries -0.7145; number 87, H, carries -0.7584; number 88, H, carries -0.9878; number 89, H, carries 0.4794; number 90, H, carries 0.5138; number 91, H, carries 0.5492; number 92, H, carries 0.1623; number 93, H, carries 0.4343; number 94, H, carries 0.3410; number 95, H, carries 0.3425; number 96, H, carries 0.2645; number 97, C, carries -1.3085; number 98, Si, carries 0.0254; number 99, C, carries -0.3891

DFT (ωB97M-V/def2-TZVPD) results for a molecular structure, C47H87BCsN5O4P5Si in a non-equilibrium geometry.

HOMO-LUMO gap, eV: 4.212
LUMO energy, eV: 1.492
HOMO, hartree: -0.100
Electronic energy, eV: -121343.78357

The geometry in ORCA input format:
```
! RIJCOSX wB97M-V def2-TZVPD def2/J DEFGRID3
* xyz -1 1
Cs 0.13 0.96 -0.52
C 4.38 -0.54 -3.13
C 3.10 -0.61 -2.31
C 2.10 -1.58 -2.95
P 3.20 -0.94 -0.45
C 4.93 -0.51 0.11
C 4.96 -0.64 1.64
C 6.21 -1.18 -0.41
C 3.12 -2.79 -0.48
C 4.05 -3.61 -1.13
C 3.83 -4.97 -1.29
C 2.65 -5.52 -0.81
C 1.72 -4.72 -0.15
C 1.93 -3.34 0.05
Si 0.77 -2.16 1.13
C 1.98 -2.13 2.68
C 2.87 -3.17 2.98
C 3.73 -3.14 4.07
C 3.72 -2.03 4.91
C 2.86 -0.98 4.65
C 2.00 -1.01 3.54
P 0.86 0.39 3.15
C -0.57 0.10 4.35
C -1.71 -0.61 3.62
C -0.24 -0.65 5.64
C 1.65 1.94 3.89
C 3.06 2.12 3.31
C 1.61 2.23 5.39
C -0.42 -3.62 1.69
C -0.27 -4.44 2.83
C -1.08 -5.55 3.06
C -2.07 -5.88 2.14
C -2.27 -5.07 1.03
C -1.48 -3.94 0.81
P -1.83 -2.71 -0.53
C -2.64 -3.70 -1.91
C -3.94 -4.51 -1.75
C -1.55 -4.58 -2.53
C -3.26 -1.76 0.26
C -4.23 -1.24 -0.81
C -4.02 -2.42 1.40
H 4.12 -0.30 -4.17
H 4.90 -1.50 -3.14
H 5.05 0.24 -2.77
H 2.66 0.40 -2.35
H 2.53 -2.58 -3.03
H 1.84 -1.25 -3.96
H 1.19 -1.68 -2.35
H 4.98 0.56 -0.12
H 4.97 -1.70 1.93
H 4.09 -0.18 2.11
H 5.86 -0.17 2.05
H 6.28 -2.21 -0.05
H 7.07 -0.64 -0.01
H 6.31 -1.18 -1.49
H 4.95 -3.17 -1.55
H 4.56 -5.59 -1.79
H 2.45 -6.58 -0.94
H 0.81 -5.18 0.22
H 2.90 -4.04 2.33
H 4.40 -3.97 4.26
H 4.39 -1.98 5.76
H 2.87 -0.13 5.31
H -0.90 1.11 4.62
H -1.40 -1.59 3.26
H -2.04 -0.04 2.74
H -2.58 -0.74 4.28
H 0.12 -1.66 5.42
H -1.14 -0.74 6.26
H 0.53 -0.15 6.23
H 1.04 2.70 3.40
H 3.77 1.43 3.78
H 3.41 3.14 3.49
H 3.08 1.94 2.23
H 2.28 1.59 5.96
H 0.61 2.13 5.81
H 1.94 3.26 5.56
H 0.52 -4.22 3.54
H -0.93 -6.16 3.94
H -2.69 -6.76 2.30
H -3.08 -5.32 0.36
H -2.85 -2.90 -2.63
H -3.73 -5.56 -1.54
H -4.51 -4.49 -2.68
H -4.59 -4.14 -0.96
H -1.29 -5.40 -1.86
H -0.63 -4.01 -2.72
H -1.88 -5.02 -3.48
H -2.73 -0.89 0.67
H -4.82 -2.05 -1.25
H -3.71 -0.71 -1.61
H -4.93 -0.53 -0.35
H -4.54 -3.32 1.07
H -4.76 -1.72 1.79
H -3.36 -2.71 2.22
C 0.92 5.43 -3.18
N -0.51 5.09 -3.33
C -1.19 5.73 -4.44
P -1.20 4.09 -2.25
O -0.27 3.14 -1.61
O -2.32 3.32 -3.16
P -2.55 1.72 -3.10
O -2.31 1.14 -1.77
N -4.13 1.55 -3.57
C -5.14 1.93 -2.59
C -4.51 1.84 -4.95
N -1.61 1.14 -4.30
C -0.95 -0.16 -4.10
C -1.03 1.97 -5.35
N -2.10 4.93 -1.16
C -2.70 4.12 -0.10
C -2.95 6.02 -1.63
H 1.04 6.48 -2.92
H 1.44 5.24 -4.12
H 1.38 4.82 -2.40
H -1.20 6.82 -4.33
H -2.22 5.38 -4.52
H -0.68 5.49 -5.38
H -4.79 1.70 -1.58
H -6.05 1.36 -2.77
H -5.38 3.00 -2.64
H -3.78 1.43 -5.64
H -4.61 2.92 -5.13
H -5.48 1.37 -5.15
H -1.36 -0.67 -3.23
H 0.12 -0.03 -3.94
H -1.10 -0.80 -4.98
H -1.62 2.87 -5.50
H -1.00 1.40 -6.28
H 0.00 2.26 -5.10
H -2.00 3.35 0.21
H -3.64 3.65 -0.43
H -2.90 4.75 0.77
H -2.42 6.65 -2.33
H -3.23 6.63 -0.77
H -3.87 5.65 -2.10
B 4.28 3.87 -1.35
C 3.35 2.73 -0.77
N 2.64 1.89 -0.38
H 3.91 4.94 -0.90
H 5.43 3.63 -1.02
H 4.17 3.86 -2.57
C -2.90 3.16 4.36
C -1.64 3.65 3.68
O -1.38 2.95 2.46
H -3.13 3.77 5.24
H -2.79 2.12 4.69
H -3.74 3.20 3.67
H -0.78 3.57 4.35
H -1.74 4.70 3.41
H -1.02 2.08 2.67
*
```

Mulliken population analysis, charges in e, atoms 1 to 99: number 1, Cs, carries 1.0652; number 2, C, carries -1.7743; number 3, C, carries 2.0027; number 4, C, carries -1.7450; number 5, P, carries 0.7998; number 6, C, carries 0.6820; number 7, C, carries -1.4562; number 8, C, carries -1.8349; number 9, C, carries -0.0541; number 10, C, carries -0.3516; number 11, C, carries -1.0144; number 12, C, carries -0.9881; number 13, C, carries -0.3289; number 14, C, carries 0.9471; number 15, Si, carries -0.2015; number 16, C, carries -0.0291; number 17, C, carries 0.2067; number 18, C, carries -0.7161; number 19, C, carries -1.0194; number 20, C, carries -0.0205; number 21, C, carries -0.5714; number 22, P, carries 1.9139; number 23, C, carries 1.3938; number 24, C, carries -1.3997; number 25, C, carries -1.9426; number 26, C, carries 1.0744; number 27, C, carries -1.4172; number 28, C, carries -1.8838; number 29, C, carries 0.5608; number 30, C, carries -0.5173; number 31, C, carries -1.0346; number 32, C, carries -1.0055; number 33, C, carries -0.3530; number 34, C, carries 0.2303; number 35, P, carries 0.3253; number 36, C, carries 0.8359; number 37, C, carries -1.9547; number 38, C, carries -1.5455; number 39, C, carries 2.0831; number 40, C, carries -1.5935; number 41, C, carries -1.5895; number 42, H, carries 0.4837; number 43, H, carries 0.2360; number 44, H, carries 0.3781; number 45, H, carries -0.0736; number 46, H, carries 0.2779; number 47, H, carries 0.7500; number 48, H, carries 0.1857; number 49, H, carries 0.2446; number 50, H, carries 0.1992; number 51, H, carries -0.1701; number 52, H, carries 0.6209; number 53, H, carries 0.3471; number 54, H, carries 0.5209; number 55, H, carries 0.3182; number 56, H, carries 0.1393; number 57, H, carries 0.3674; number 58, H, carries 0.3724; number 59, H, carries 0.2663; number 60, H, carries 0.3027; number 61, H, carries 0.3641; number 62, H, carries 0.3364; number 63, H, carries 0.0242; number 64, H, carries -0.2170; number 65, H, carries -0.0186; number 66, H, carries 0.1051; number 67, H, carries 0.7117; number 68, H, carries 0.1970; number 69, H, carries 0.5033; number 70, H, carries 0.3896; number 71, H, carries 0.1553; number 72, H, carries 0.2583; number 73, H, carries 0.5212; number 74, H, carries 0.0703; number 75, H, carries 0.3039; number 76, H, carries 0.3004; number 77, H, carries 0.4740; number 78, H, carries 0.3598; number 79, H, carries 0.3125; number 80, H, carries 0.3410; number 81, H, carries 0.1654; number 82, H, carries 0.3234; number 83, H, carries 0.5120; number 84, H, carries 0.3089; number 85, H, carries 0.3970; number 86, H, carries 0.2785; number 87, H, carries 0.2004; number 88, H, carries 0.4869; number 89, H, carries -1.1137; number 90, H, carries 0.1059; number 91, H, carries 0.4285; number 92, H, carries 0.5088; number 93, H, carries 0.1970; number 94, H, carries 0.4882; number 95, H, carries 0.2297; number 96, C, carries -0.8502; number 97, N, carries 0.9653; number 98, C, carries -1.1490; number 99, P, carries -1.1261

Number 1 is which compound?
C47H83AsBaF2P2Si4

Which value of HOMO does entry 1 give?
-0.222 hartree

The lowest LUMO energy belongs to which entry?
C47H83AsBaF2P2Si4

Which of these has the lowest HOMO?
C47H83AsBaF2P2Si4